Entry 1:
The following is a DFT calculation (ωB97M-V/def2-TZVPD) of a structure of composition C7H14.

net charge = 0
relative energy (zero: lowest compared OMol25 entry of this formula, charge and spin) = 477.28 kJ/mol
HOMO level = -7.529 eV

Each line ends with the natural charge from an NBO analysis.
Geometry (Å):
C: 2.197 -0.682 0.049  -0.605
C: 1.029 -0.056 -0.696  -0.354
C: 0.050 -0.977 -1.334  -0.245
C: -1.510 -0.999 -0.232  -0.604
C: -0.243 0.297 0.031  0.116
C: -0.159 0.165 1.546  -0.624
C: -0.842 1.627 -0.395  -0.628
H: 2.664 0.016 0.754  0.200
H: 2.960 -0.992 -0.673  0.219
H: 1.883 -1.579 0.590  0.212
H: 1.354 0.781 -1.322  0.207
H: -0.409 -0.433 -2.176  0.141
H: -2.040 -1.304 -1.134  0.248
H: -2.236 -0.352 0.295  0.184
H: -1.330 -1.874 0.389  0.227
H: -1.135 0.358 2.009  0.212
H: 0.553 0.907 1.924  0.221
H: 0.182 -0.823 1.864  0.226
H: -0.806 1.754 -1.481  0.220
H: -1.886 1.717 -0.071  0.208
H: -0.277 2.447 0.064  0.220

---

Entry 2:
The following is a DFT calculation (ωB97M-V/def2-TZVPD) of a cluster of 3 separate species, C7H14 in total.

SMILES = C=C1CC1.[H][H].C=CC
net charge = 0
relative energy (zero: lowest compared OMol25 entry of this formula, charge and spin) = 368.32 kJ/mol
HOMO level = -9.609 eV

Each line ends with the natural charge from an NBO analysis.
Geometry (Å):
C: 0.888 -2.134 0.398  -0.406
C: 1.544 -1.071 -0.025  0.013
C: 2.699 -0.178 0.118  -0.450
C: 1.659 0.035 -0.983  -0.455
H: 1.233 -2.711 1.252  0.203
H: -0.022 -2.471 -0.096  0.199
H: 2.720 0.533 0.942  0.222
H: 3.678 -0.555 -0.173  0.222
H: 1.946 -0.188 -2.008  0.222
H: 0.980 0.880 -0.879  0.232
H: 0.550 2.598 0.801  0.001
H: 1.199 2.631 1.163  -0.004
C: -2.161 1.569 0.491  -0.417
C: -1.763 0.306 0.364  -0.169
C: -2.269 -0.649 -0.677  -0.651
H: -2.902 2.002 -0.179  0.189
H: -1.772 2.214 1.276  0.198
H: -1.016 -0.092 1.053  0.204
H: -2.780 -1.500 -0.209  0.218
H: -2.972 -0.162 -1.360  0.211
H: -1.441 -1.057 -1.270  0.217

---

Entry 3:
The following is a DFT calculation (ωB97M-V/def2-TZVPD) of the molecule C7H14.

SMILES = C[C@@H]1[C@H](C)C[C@@H]1C
net charge = 0
relative energy (zero: lowest compared OMol25 entry of this formula, charge and spin) = 71.11 kJ/mol
HOMO level = -10.294 eV

Each line ends with the natural charge from an NBO analysis.
Geometry (Å):
C: -0.052 1.589 0.581  -0.623
C: -0.062 0.660 -0.627  -0.203
C: -1.084 -0.503 -0.508  -0.205
C: -2.372 -0.308 0.274  -0.613
C: 0.055 -1.374 0.067  -0.398
C: 1.060 -0.421 -0.620  -0.208
C: 2.430 -0.130 -0.001  -0.622
H: 0.799 2.277 0.545  0.210
H: 0.015 1.030 1.524  0.203
H: -0.966 2.196 0.614  0.214
H: -0.136 1.258 -1.544  0.197
H: -1.323 -0.857 -1.519  0.198
H: -2.173 0.006 1.305  0.203
H: -2.999 0.461 -0.193  0.208
H: -2.953 -1.238 0.313  0.212
H: 0.086 -2.435 -0.206  0.204
H: 0.104 -1.294 1.161  0.193
H: 1.193 -0.767 -1.652  0.199
H: 2.492 0.896 0.381  0.209
H: 2.647 -0.800 0.840  0.210
H: 3.237 -0.248 -0.735  0.212

---

Entry 4:
The following is a DFT calculation (ωB97M-V/def2-TZVPD) of the molecule C7H14.

SMILES = CC(C)CC1CC1
net charge = 0
relative energy (zero: lowest compared OMol25 entry of this formula, charge and spin) = 107.51 kJ/mol
HOMO level = -10.096 eV

Each line ends with the natural charge from an NBO analysis.
Geometry (Å):
C: 1.838 0.031 -0.409  -0.612
C: 0.944 0.865 0.531  -0.220
C: 0.579 2.188 -0.149  -0.597
C: -0.360 0.166 1.025  -0.395
C: -0.663 -1.211 0.468  -0.230
C: -2.060 -1.551 0.032  -0.416
C: -0.972 -1.394 -0.991  -0.427
H: 1.667 0.292 -1.460  0.202
H: 2.897 0.212 -0.200  0.209
H: 1.661 -1.042 -0.317  0.213
H: 1.542 1.103 1.420  0.195
H: 1.459 2.698 -0.555  0.206
H: -0.106 1.992 -0.985  0.196
H: 0.072 2.872 0.541  0.205
H: -0.345 0.097 2.121  0.211
H: -1.212 0.818 0.791  0.198
H: -0.107 -2.026 0.930  0.211
H: -2.443 -2.548 0.227  0.214
H: -2.807 -0.763 0.094  0.209
H: -0.990 -0.511 -1.627  0.210
H: -0.595 -2.285 -1.486  0.215

---

Entry 5:
The following is a DFT calculation (ωB97M-V/def2-TZVPD) of the molecule C7H14.

SMILES = C[C@@H]1[C@H](C)C[C@@H]1C
net charge = 0
relative energy (zero: lowest compared OMol25 entry of this formula, charge and spin) = 69.51 kJ/mol
HOMO level = -10.262 eV

Each line ends with the natural charge from an NBO analysis.
Geometry (Å):
C: -0.031 1.624 0.555  -0.624
C: -0.067 0.681 -0.640  -0.202
C: -1.098 -0.478 -0.517  -0.206
C: -2.342 -0.315 0.341  -0.613
C: 0.046 -1.385 -0.021  -0.398
C: 1.055 -0.405 -0.657  -0.209
C: 2.398 -0.168 0.038  -0.621
H: 0.791 2.343 0.465  0.212
H: 0.103 1.087 1.502  0.203
H: -0.963 2.195 0.625  0.214
H: -0.153 1.273 -1.559  0.197
H: -1.394 -0.792 -1.527  0.198
H: -2.089 -0.018 1.365  0.203
H: -3.018 0.444 -0.071  0.208
H: -2.896 -1.259 0.398  0.212
H: 0.064 -2.428 -0.356  0.204
H: 0.119 -1.371 1.075  0.193
H: 1.221 -0.704 -1.699  0.200
H: 2.430 0.797 0.552  0.209
H: 2.589 -0.935 0.793  0.209
H: 3.236 -0.187 -0.663  0.211

---

Entry 6:
The following is a DFT calculation (ωB97M-V/def2-TZVPD) of the molecule C7H14.

net charge = 0
relative energy (zero: lowest compared OMol25 entry of this formula, charge and spin) = 432.45 kJ/mol
HOMO level = -8.120 eV

Each line ends with the natural charge from an NBO analysis.
Geometry (Å):
C: -1.710 -1.442 -0.476  -0.611
C: -0.755 -0.343 -0.936  -0.377
C: -1.276 1.017 -0.867  -0.087
C: 0.051 1.584 0.830  -0.629
C: 0.365 0.172 0.072  0.022
C: 0.514 -0.774 1.267  -0.609
C: 1.698 0.280 -0.688  -0.616
H: -1.232 -2.425 -0.368  0.203
H: -2.505 -1.542 -1.224  0.218
H: -2.190 -1.178 0.470  0.213
H: -0.277 -0.632 -1.883  0.203
H: -0.626 1.630 -1.524  0.108
H: -0.170 2.525 0.313  0.245
H: 1.017 1.736 1.315  0.201
H: -0.721 1.472 1.596  0.229
H: 1.282 -0.368 1.938  0.214
H: 0.816 -1.783 0.967  0.214
H: -0.420 -0.845 1.831  0.220
H: 1.581 0.776 -1.659  0.215
H: 2.424 0.852 -0.098  0.208
H: 2.134 -0.711 -0.877  0.215